Record 1
A 2-piece molecular cluster, C2H4ClPS2 overall at a distorted geometry. Source: the OMol25 dataset; level of theory: ωB97M-V/def2-TZVPD.

Kohn-Sham gap (alpha / beta) ... 4.26 / 4.26 eV
Lowest unoccupied orbital energy (alpha / beta) ... -3.37 / -3.36 eV
Relative energy (zero: lowest compared OMol25 entry of this formula, charge and spin) ... 58.1 kcal per mole
HOMO level (alpha / beta) ... -7.6 / -7.6 eV

```
! wB97M-V def2-TZVPD RIJCOSX def2/J DEFGRID3
* xyz 0 1
C 2.36755 -0.70084 0.27410
C 0.99113 -0.39536 -0.09608
P 0.60131 -1.85781 2.51699
S 2.53945 -1.91330 1.65362
S -0.20000 -0.40660 1.39560
Cl 0.28061 -1.50867 -2.70326
H 2.80580 -1.32313 -0.47438
H 3.01222 0.15163 0.52241
H 0.97926 0.45857 -0.73080
H 0.69438 -1.28126 -0.65759
*
```

How is the electron density shared among the atoms? According to Mulliken, the charges in e are: C -0.340; C -0.629; P 0.368; S -0.066; S 0.003; Cl -0.717; H 0.321; H 0.373; H 0.500; H 0.187

Record 2
C7H5NOS2 in the gas phase at a distorted geometry. Source: the OMol25 dataset; level of theory: ωB97M-V/def2-TZVPD.

Kohn-Sham gap ... 8.74 eV
Lowest unoccupied orbital energy ... -0.26 eV
HOMO level ... -9.0 eV

```
! wB97M-V def2-TZVPD RIJCOSX def2/J DEFGRID3
* xyz 0 1
C 0.24853 -1.44085 0.35810
C -0.86990 -0.69626 0.53728
C 1.42389 -0.81704 0.11029
C -0.77534 0.68118 0.63376
C 1.59068 0.65536 0.17190
C 0.40344 1.36203 0.34962
C 4.02229 0.60686 -0.07704
N 2.89745 1.03073 0.04551
O -0.72829 3.44675 -0.97529
S 5.49850 0.04296 -0.11037
S -0.12128 3.16320 0.32765
H 0.05133 -2.49081 0.03952
H -1.72938 -1.12244 0.91057
H 2.26230 -1.35132 -0.03777
H -1.71803 1.29188 0.54640
H 1.17143 3.91338 0.06757
*
```

How is the electron density shared among the atoms? According to Mulliken, the charges in e are: C -0.528; C -0.573; C -0.320; C -0.468; C 0.764; C 0.033; C 0.497; N -0.379; O -0.523; S -0.345; S 0.239; H 0.291; H 0.435; H 0.425; H 0.313; H 0.140

Record 3
An isolated ion of composition C5H9IN and charge +1 at a distorted geometry. Source: the OMol25 dataset; level of theory: ωB97M-V/def2-TZVPD.

Kohn-Sham gap ... 9.24 eV
Lowest unoccupied orbital energy ... -4.95 eV
Relative energy (zero: lowest compared OMol25 entry of this formula, charge and spin) ... 34.8 kcal per mole
HOMO level ... -14.2 eV

```
! wB97M-V def2-TZVPD RIJCOSX def2/J DEFGRID3
* xyz 1 1
C 0.31467 1.47049 -1.03587
C 0.77232 0.84096 0.27049
C 0.34391 -0.64561 0.30472
C 1.01400 -1.79273 -0.32415
N -0.75104 -0.68483 0.94959
C -1.98308 -0.32497 1.30467
I -3.36462 0.22734 -0.14346
H 0.87787 1.39359 -1.95239
H 0.05157 2.56316 -0.89311
H -0.67741 1.24664 -1.31939
H 0.17651 1.31331 1.15136
H 1.89458 1.01040 0.54390
H 0.33927 -2.56417 -0.65018
H 1.55430 -2.24031 0.53580
H 1.78832 -1.58869 -1.02606
H -2.35118 -0.22459 2.28410
*
```

How is the electron density shared among the atoms? According to Mulliken, the charges in e are: C -1.119; C -0.294; C 0.559; C -1.120; N -0.186; C -0.234; I 0.285; H 0.355; H 0.337; H 0.261; H 0.270; H 0.329; H 0.376; H 0.326; H 0.355; H 0.499

| no. | E_tot (Eh) |
| --- | --- |
| 1 | -1676.45885 |
| 2 | -1195.99873 |
| 3 | -548.03382 |